Record 1
Here is a gas-phase ion, C6H14N4 (charge +2) from OMol25. Energies are from ωB97M-V/def2-TZVPD.

Cartesian coordinates (Å):
C1 1.887 1.028 1.035
C2 -1.951 0.182 -1.914
C3 -0.412 -0.830 -0.083
C4 1.110 -1.026 0.184
C5 -0.780 -0.510 -1.476
C6 1.628 -0.807 2.610
N1 1.582 -0.159 1.289
N2 -2.861 0.631 -1.006
N3 2.335 2.111 1.671
N4 -2.287 0.342 -3.189
H1 -0.915 -1.709 0.053
H2 -0.861 0.053 0.487
H3 1.371 -2.049 0.335
H4 1.689 -0.844 -0.665
H5 -0.367 -0.963 -2.387
H6 2.430 -1.574 2.538
H7 1.970 -0.088 3.319
H8 0.773 -1.183 2.977
H9 -2.762 0.705 0.025
H10 -3.634 1.266 -1.263
H11 1.720 2.885 1.321
H12 3.402 2.316 1.627
H13 -1.850 -0.384 -3.823
H14 -3.215 0.607 -3.666

## Properties
Charge ... +2
Relative energy (zero: lowest compared OMol25 entry of this formula, charge and spin) ... 107.65 kcal/mol
LUMO level (alpha / beta) ... -8.226 / -9.197 eV
Structure (SMILES) ... C[N+](=C=[NH2+])CCC=C(N)N

***

Record 2
Here is 2 unconnected molecules or ions with the total composition C4H12OS from OMol25. Energies are from ωB97M-V/def2-TZVPD.

Cartesian coordinates (Å):
C1 -1.064 -0.283 -1.614
C2 -0.899 -1.376 -0.576
C3 -1.371 -1.001 0.836
S1 -0.522 0.415 1.554
C4 1.080 -0.305 1.936
H1 -2.098 0.105 -1.579
H2 -0.857 -0.670 -2.599
H3 -0.427 0.571 -1.390
H4 -1.438 -2.256 -0.919
H5 0.142 -1.688 -0.492
H6 -2.436 -0.763 0.864
H7 -1.241 -1.869 1.486
H8 1.872 -0.151 1.205
H9 0.991 -1.378 2.067
H10 1.410 0.117 2.889
H11 2.091 4.204 -1.549
H12 2.405 2.736 -1.278
O1 2.363 3.594 -0.842

## Properties
Relative energy (zero: lowest compared OMol25 entry of this formula, charge and spin) ... 7.23 kcal/mol
LUMO level ... 0.759 eV
Structure (SMILES) ... CCCSC.O

***

Record 3
Here is a molecular structure, C4H2BeO2 from OMol25. Energies are from ωB97M-V/def2-TZVPD.

Cartesian coordinates (Å):
H1 0.026 -2.115 -0.654
C1 0.230 -1.096 -0.321
C2 -0.711 -0.128 -0.237
O1 1.521 -0.967 0.040
O2 1.838 0.338 0.530
Be1 2.482 0.432 -0.573
C3 -1.811 1.063 0.510
C4 -1.402 0.969 -0.725
H2 -2.172 1.503 1.430

## Properties
Charge ... +1
Relative energy (zero: lowest compared OMol25 entry of this formula, charge and spin) ... 92.80 kcal/mol
Multiplicity ... 2
LUMO level (alpha / beta) ... -7.670 / -7.920 eV

***

Record 4
Here is 2 unconnected molecules or ions with the total composition C2H6BrP from OMol25. Energies are from ωB97M-V/def2-TZVPD.

Cartesian coordinates (Å):
C1 -0.527 0.622 -0.679
C2 -1.186 -0.360 0.128
P1 1.969 -2.200 0.086
Br1 -3.142 -0.541 0.000
H1 0.200 1.154 -0.124
H2 -1.198 1.444 -0.761
H3 -0.042 0.155 -1.520
H4 -0.784 -1.322 0.455
H5 1.872 -3.451 -0.554
H6 1.874 -2.808 1.256

## Properties
Relative energy (zero: lowest compared OMol25 entry of this formula, charge and spin) ... 107.98 kcal/mol
LUMO level (alpha / beta) ... -1.576 / 0.128 eV

***

Record 5
Here is a single C3H8N2OS molecule from OMol25. Energies are from ωB97M-V/def2-TZVPD.

Cartesian coordinates (Å):
C1 -1.605 -0.235 0.358
C2 -0.370 -1.125 0.646
C3 2.409 0.462 -0.161
H1 -0.947 1.752 -0.085
H2 -2.048 1.113 -1.082
H3 -2.084 0.090 1.294
H4 -2.363 -0.872 -0.292
H5 -0.676 -2.109 0.924
H6 0.295 -0.596 1.386
H7 0.619 0.688 -1.045
H8 2.525 1.602 -0.304
N1 -1.260 0.862 -0.576
N2 1.523 -0.095 -1.011
O1 3.174 -0.017 0.655
S1 0.806 -1.521 -0.707

## Properties
Relative energy (zero: lowest compared OMol25 entry of this formula, charge and spin) ... 54.93 kcal/mol
LUMO level ... 0.560 eV
Structure (SMILES) ... NCCSNC=O

***

Record 6
Here is a molecular structure, C23H28N3O4Y from OMol25. Energies are from ωB97M-V/def2-TZVPD.

Cartesian coordinates (Å):
Y1 0.550 0.373 -0.522
C1 1.355 -2.495 -1.784
C2 2.820 -1.729 -1.815
O1 3.593 -2.047 -0.743
C3 3.074 -1.891 0.673
C4 3.347 -0.484 0.804
O2 2.734 0.605 0.807
C5 -0.001 -0.026 -4.947
C6 0.220 0.093 -3.478
O3 0.892 0.951 -2.832
C7 -3.530 -3.491 -0.290
C8 -3.629 -2.214 0.302
O4 0.481 -1.639 -0.961
H1 1.514 -3.424 -1.319
H2 0.716 -2.654 -2.675
H3 2.482 -0.659 -1.894
H4 2.983 -1.603 -3.224
H5 3.998 -2.477 0.987
H6 2.099 -2.406 0.808
H7 -3.371 -3.904 -3.504
H8 4.454 -0.472 0.857
H9 -1.004 0.157 -5.254
H10 0.476 -0.671 -5.642
H11 -0.572 -0.433 -2.951
H12 0.641 0.828 -4.881
H13 -3.192 -3.609 -1.345
H14 -3.799 -4.410 0.200
H15 -3.018 -1.960 1.190
H16 -4.137 -1.363 -0.149
C9 -0.838 3.652 -2.970
C10 -0.227 4.519 -2.032
C11 -0.254 4.276 -0.631
C12 -0.549 2.966 -0.260
N1 -0.825 1.996 -1.214
C13 -1.308 2.436 -2.462
C14 -0.792 2.780 1.174
C15 -0.903 3.872 2.003
C16 -1.314 3.723 3.320
C17 -1.328 2.431 3.812
C18 -0.767 1.213 2.889
N2 -0.705 1.406 1.537
C19 -0.226 -0.150 3.295
C20 0.907 -0.172 4.192
C21 1.710 -1.252 4.470
C22 1.210 -2.510 4.066
C23 -0.020 -2.481 3.548
N3 -0.747 -1.352 3.027
H17 -0.608 3.663 -4.064
H18 0.092 5.525 -2.037
H19 0.067 5.083 0.103
H20 -2.439 2.065 -2.622
H21 -0.463 4.741 1.542
H22 -1.490 4.655 3.888
H23 -1.915 2.163 4.691
H24 1.311 0.690 4.752
H25 2.643 -1.326 5.032
H26 1.636 -3.427 4.487
H27 -0.649 -3.446 3.515
H28 -3.384 -4.684 -3.469

## Properties
Charge ... +2
Relative energy (zero: lowest compared OMol25 entry of this formula, charge and spin) ... 216.00 kcal/mol
LUMO level ... -7.373 eV

***

Record 7
Here is a single C5H10S molecule from OMol25. Energies are from ωB97M-V/def2-TZVPD.

Cartesian coordinates (Å):
C1 -0.179 -0.106 1.538
C2 -0.426 -0.428 0.092
C3 -1.217 -1.650 -0.200
C4 -0.093 0.343 -0.962
C5 0.744 1.616 -0.932
H1 -1.066 -0.340 2.225
H2 0.536 -0.808 1.965
H3 0.136 0.890 1.649
H4 -0.661 -2.461 0.203
H5 -1.358 -1.770 -1.288
H6 -2.184 -1.750 0.270
H7 -0.286 -0.008 -1.988
H8 0.999 1.831 -1.982
H9 0.212 2.580 -0.570
H10 2.609 0.412 -0.115
S1 2.234 1.649 0.093

## Properties
Relative energy (zero: lowest compared OMol25 entry of this formula, charge and spin) ... 23.59 kcal/mol
LUMO level ... 0.940 eV
Structure (SMILES) ... CC(C)=CCS

***

Record 8
Here is a molecular structure, C27H42AuClO5Si5 from OMol25. Energies are from ωB97M-V/def2-TZVPD.

Cartesian coordinates (Å):
Au1 0.304 -0.839 0.515
O1 0.647 2.353 4.095
Cl1 0.075 1.543 3.086
O2 -1.208 1.968 2.686
O3 0.136 0.157 3.400
O4 0.994 1.728 1.839
C1 1.141 -0.619 -2.559
Si1 2.081 -1.310 -1.094
C2 1.705 -3.159 -0.869
C3 3.926 -1.131 -1.281
Si2 2.111 0.489 1.092
Si3 3.286 -0.336 2.992
C4 2.619 -2.055 3.353
C5 3.225 0.701 4.549
C6 5.082 -0.523 2.442
Si4 3.094 2.555 0.376
C7 4.908 2.451 -0.120
C8 2.949 3.774 1.788
C9 2.123 3.116 -1.124
H1 1.178 -1.353 -3.370
H2 1.578 0.311 -2.929
H3 0.093 -0.426 -2.327
H4 1.770 -3.642 -1.851
H5 0.720 -3.377 -0.464
H6 2.443 -3.637 -0.220
H7 4.116 -1.705 -2.194
H8 4.501 -1.576 -0.471
H9 4.267 -0.110 -1.436
H10 1.551 -2.010 3.571
H11 3.120 -2.506 4.213
H12 2.760 -2.720 2.497
H13 2.224 0.725 4.975
H14 3.543 1.732 4.399
H15 3.902 0.233 5.268
H16 5.185 -1.125 1.538
H17 5.634 -1.033 3.236
H18 5.570 0.437 2.265
H19 5.556 2.196 0.720
H20 5.219 3.435 -0.483
H21 5.099 1.735 -0.920
H22 3.325 3.382 2.734
H23 1.921 4.091 1.950
H24 3.556 4.642 1.514
H25 2.343 2.478 -1.984
H26 2.380 4.144 -1.394
H27 1.046 3.080 -0.948
O5 -1.646 -1.297 0.527
Si5 -2.787 -0.846 -0.531
C10 -2.904 -2.101 -1.930
C11 -1.896 -3.045 -2.123
C12 -1.956 -3.970 -3.157
C13 -3.037 -3.967 -4.026
C14 -4.056 -3.039 -3.850
C15 -3.988 -2.122 -2.812
C16 -4.420 -0.709 0.372
C17 -4.586 -1.301 1.624
C18 -5.781 -1.183 2.320
C19 -6.835 -0.466 1.772
C20 -6.689 0.134 0.529
C21 -5.490 0.016 -0.158
C22 -2.408 0.818 -1.328
C23 -2.145 0.977 -2.690
C24 -1.834 2.221 -3.227
C25 -1.777 3.335 -2.402
C26 -2.026 3.199 -1.042
C27 -2.339 1.955 -0.517
H28 -1.055 -3.063 -1.441
H29 -1.163 -4.699 -3.280
H30 -3.092 -4.689 -4.831
H31 -4.906 -3.035 -4.521
H32 -4.798 -1.411 -2.687
H33 -3.761 -1.851 2.061
H34 -5.889 -1.647 3.293
H35 -7.766 -0.366 2.317
H36 -7.506 0.703 0.102
H37 -5.383 0.513 -1.118
H38 -2.191 0.114 -3.348
H39 -1.637 2.319 -4.287
H40 -1.540 4.307 -2.818
H41 -1.976 4.063 -0.390
H42 -2.534 1.865 0.543

## Properties
Relative energy (zero: lowest compared OMol25 entry of this formula, charge and spin) ... 0.00 kcal/mol
LUMO level ... -0.294 eV

***

What is the formula in the second record? C4H12OS